Record 1
Molecular formula: C20H14BrN4O2RhSi
Method: DFT, ωB97M-V/def2-TZVPD

CARTESIAN COORDINATES (ANGSTROEM)
Rh  -1.764  -0.469  -0.439
Br  -2.240  1.031  2.827
C  -1.376  -0.613  2.600
C  -0.878  -1.218  3.747
C  -0.157  -2.389  3.640
C  0.058  -2.925  2.381
C  -0.469  -2.280  1.289
N  -1.199  -1.141  1.383
C  -0.218  -2.810  -0.106
O  0.429  -3.817  -0.265
O  -0.714  -2.054  -1.036
H  -1.057  -0.745  4.701
H  0.245  -2.865  4.525
H  0.628  -3.825  2.203
N  -4.220  4.022  2.549
C  -4.444  3.293  1.680
N  -4.759  2.459  0.693
C  -3.839  1.746  0.196
N  -3.012  1.088  -0.315
C  -0.043  1.650  -5.120
C  -0.222  2.723  -4.257
C  -0.206  2.517  -2.887
C  0.003  1.238  -2.358
C  0.164  0.163  -3.243
C  0.146  0.373  -4.614
Si  -0.004  0.993  -0.516
C  1.487  0.203  0.269
C  2.229  -0.810  -0.344
C  3.257  -1.447  0.336
C  3.559  -1.079  1.640
C  2.839  -0.068  2.261
C  1.811  0.567  1.579
H  -0.060  1.811  -6.190
H  -0.380  3.718  -4.652
H  -0.358  3.358  -2.220
H  0.282  -0.843  -2.862
H  0.272  -0.465  -5.288
H  -0.313  2.242  0.207
H  2.003  -1.114  -1.358
H  3.817  -2.234  -0.151
H  4.360  -1.578  2.171
H  3.082  0.230  3.274
H  1.260  1.364  2.070

Its spin multiplicity is 1. The calculation puts the orbital gap at 7.6 eV. As for the net charge: 0. For the total energy, the calculation gives -111950.835 eV. For the energy above the lowest of the compared OMol25 structures with the same formula, charge and spin, the calculation gives 0.0 kJ/mol.

Population analysis type Löwdin, resulting atomic charges in e:
1. Rh 0.89
2. Br 0.91
3. C -0.69
4. C -0.10
5. C -0.02
6. C 0.02
7. C -0.16
8. N -0.04
9. C -0.60
10. O 0.10
11. O -0.17
12. H 0.10
13. H 0.12
14. H 0.13
15. N 0.10
16. C -0.44
17. N 0.08
18. C -0.41
19. N -0.04
20. C -0.08
21. C -0.08
22. C -0.10
23. C -0.31
24. C -0.10
25. C -0.07
26. Si 0.69
27. C -0.31
28. C -0.09
29. C -0.07
30. C -0.08
31. C -0.08
32. C -0.12
33. H 0.11
34. H 0.11
35. H 0.10
36. H 0.08
37. H 0.11
38. H 0.00
39. H 0.10
40. H 0.11
41. H 0.10
42. H 0.10
43. H 0.09


Record 2
Molecular formula: C27H35AlAsClF6N4O5S2
Method: DFT, ωB97M-V/def2-TZVPD

CARTESIAN COORDINATES (ANGSTROEM)
Al  -1.444  -0.670  2.283
F  -5.722  -1.018  4.304
C  -5.238  -0.154  3.445
F  -5.005  -0.750  2.274
F  -6.042  0.858  3.280
S  -3.580  0.480  4.108
O  -2.703  0.398  2.849
O  -3.733  1.771  4.632
N  -3.031  -0.584  5.121
S  -2.313  -1.846  4.558
O  -3.084  -2.648  3.658
O  -1.027  -1.422  3.858
C  -1.709  -2.784  6.068
F  -1.023  -1.933  6.794
F  -2.749  -3.251  6.699
F  -0.950  -3.748  5.602
C  -3.896  -3.154  0.506
As  -2.247  -2.143  0.518
C  -0.976  -3.574  0.130
C  -2.365  -0.870  -0.983
C  -2.693  -1.449  -2.330
C  -1.762  -2.237  -3.004
C  -2.028  -2.696  -4.284
C  -3.228  -2.371  -4.902
C  -4.163  -1.596  -4.232
C  -3.898  -1.137  -2.950
H  -3.791  -3.930  -0.248
H  -4.738  -2.511  0.265
H  -4.044  -3.606  1.484
H  -1.273  -4.064  -0.795
H  -1.063  -4.286  0.952
H  0.059  -3.249  0.053
H  -1.425  -0.313  -1.024
H  -3.142  -0.171  -0.659
H  -0.814  -2.472  -2.531
H  -1.294  -3.300  -4.800
H  -3.430  -2.717  -5.907
H  -5.099  -1.340  -4.710
H  -4.625  -0.521  -2.434
C  1.598  -0.222  -2.365
C  3.115  0.007  -2.431
C  3.412  1.070  -3.500
C  3.756  -1.316  -2.882
C  3.710  0.463  -1.060
O  5.123  0.297  -1.050
C  3.438  1.931  -0.659
C  2.019  2.533  -0.697
C  2.050  3.914  -0.083
C  1.641  4.124  1.227
C  1.735  5.373  1.819
C  2.249  6.435  1.091
Cl  2.376  7.992  1.822
C  2.650  6.250  -0.224
C  2.548  4.995  -0.802
C  3.317  -0.521  0.083
N  2.200  -0.134  0.928
C  0.927  -0.438  0.783
N  0.238  0.059  1.827
C  1.214  0.637  2.615
N  2.391  0.532  2.083
H  1.212  -0.324  -3.380
H  1.055  0.600  -1.895
H  1.360  -1.158  -1.843
H  3.114  0.696  -4.479
H  4.478  1.300  -3.556
H  2.868  1.995  -3.315
H  3.364  -1.586  -3.863
H  3.534  -2.141  -2.201
H  4.837  -1.234  -2.957
H  5.532  0.849  -1.725
H  4.057  2.548  -1.313
H  3.847  2.057  0.347
H  1.293  1.921  -0.155
H  1.669  2.606  -1.727
H  1.232  3.300  1.802
H  1.413  5.527  2.840
H  3.040  7.085  -0.789
H  2.858  4.865  -1.833
H  4.191  -0.581  0.727
H  3.109  -1.507  -0.324
H  0.506  -0.927  -0.080
H  1.015  1.138  3.548

Its spin multiplicity is 1. The calculation puts the orbital gap at 7.1 eV. As for the net charge: +2. For the total energy, the calculation gives -162685.522 eV.

Population analysis type Löwdin, resulting atomic charges in e:
1. Al 0.12
2. F 0.20
3. C -0.66
4. F 0.14
5. F 0.22
6. S 0.79
7. O -0.24
8. O -0.15
9. N -0.24
10. S 0.77
11. O -0.25
12. O -0.22
13. C -0.68
14. F 0.21
15. F 0.23
16. F 0.21
17. C -0.20
18. As 1.22
19. C -0.22
20. C -0.28
21. C -0.31
22. C -0.07
23. C -0.06
24. C -0.05
25. C -0.05
26. C -0.04
27. H 0.06
28. H 0.05
29. H 0.04
30. H 0.05
31. H 0.05
32. H 0.03
33. H 0.07
34. H 0.09
35. H 0.09
36. H 0.12
37. H 0.12
38. H 0.12
39. H 0.12
40. C -0.04
41. C -0.50
42. C -0.02
43. C -0.03
44. C -0.43
45. O 0.00
46. C -0.09
47. C -0.15
48. C -0.24
49. C -0.04
50. C -0.10
51. C -0.67
52. Cl 0.71
53. C -0.08
54. C -0.03
55. C 0.00
56. N -0.05
57. C -0.10
58. N 0.06
59. C -0.10
60. N 0.20
61. H 0.10
62. H 0.07
63. H 0.06
64. H 0.10
65. H 0.10
66. H 0.08
67. H 0.10
68. H 0.08
69. H 0.10
70. H 0.11
71. H 0.13
72. H 0.13
73. H 0.08
74. H 0.11
75. H 0.09
76. H 0.11
77. H 0.11
78. H 0.12
79. H 0.15
80. H 0.13
81. H 0.10
82. H 0.15


Record 3
Molecular formula: C8H14N2
Method: DFT, ωB97M-V/def2-TZVPD

CARTESIAN COORDINATES (ANGSTROEM)
C  0.874  -1.741  0.203
C  1.819  1.643  0.489
C  1.364  0.624  -0.181
C  1.675  0.303  -1.596
C  -0.083  -0.289  2.070
C  -1.864  1.012  0.037
C  -1.766  -1.273  -0.904
C  0.167  -0.508  0.492
N  1.500  -2.698  0.103
N  -0.958  -0.166  -0.424
H  1.445  1.674  1.544
H  2.638  2.242  0.150
H  2.688  0.157  -1.985
H  1.169  -0.540  -1.972
H  1.311  1.193  -2.185
H  -0.741  0.653  2.045
H  -0.543  -1.143  2.469
H  0.965  -0.036  2.512
H  -2.597  0.509  0.791
H  -1.077  1.620  0.481
H  -2.278  1.459  -0.861
H  -1.084  -2.108  -1.236
H  -2.477  -1.748  -0.235
H  -2.147  -0.839  -1.805

Its spin multiplicity is 1. The calculation puts the orbital gap at 9.4 eV. As for the net charge: 0. For the total energy, the calculation gives -11499.798 eV. For the energy above the lowest of the compared OMol25 structures with the same formula, charge and spin, the calculation gives 355.3 kJ/mol.

Population analysis type Löwdin, resulting atomic charges in e:
1. C -0.23
2. C 0.03
3. C -0.26
4. C -0.08
5. C 0.00
6. C -0.03
7. C -0.11
8. C -0.37
9. N 0.19
10. N -0.23
11. H 0.06
12. H 0.07
13. H 0.09
14. H 0.05
15. H 0.10
16. H 0.08
17. H 0.05
18. H 0.11
19. H 0.12
20. H 0.06
21. H 0.08
22. H 0.09
23. H 0.08
24. H 0.08